Record 1
Here is a molecular structure, C42H45N4O4Pt from the OMol25 dataset. Energies are from ωB97M-V/def2-TZVPD.

LUMO energy	0.084	Ha
HOMO level	-3.0	eV
DFT total energy	-2267.00245	Eh
F_max	0.009	Eh/bohr
charge	-1
orbital gap	0.1933	Ha

Last column: Mulliken charge in e.
Atoms and positions in Å:
Pt -0.73853 -1.12431 0.27673  0.71
O -4.40679 -5.61851 -0.01851  -0.56
O -1.90463 -5.04946 0.20103  -0.98
O -6.29424 -4.42674 0.08253  -0.67
O -0.65782 -3.19918 0.33625  -0.74
N 1.24433 -0.99386 0.39014  0.80
N -4.93278 -2.04220 0.21659  -0.10
N -2.80118 -1.56991 0.27092  0.23
N -0.57904 0.87988 0.09932  0.42
C 2.46635 -2.42332 -1.13322  0.82
C 5.35997 1.35933 -0.21612  -1.16
C 3.37028 4.54934 -0.51848  -0.92
C 5.12788 2.70107 -0.37724  -0.98
C -2.54159 0.34539 -2.83478  -1.12
C 2.14840 -2.05863 0.18535  -0.76
C -1.91631 2.58574 1.19388  0.58
C 1.39812 2.55767 -0.14398  0.43
C -1.75953 -3.81392 0.23799  0.73
C -5.07974 -4.49747 0.07731  0.55
C 1.68780 0.27878 0.15005  0.40
C -4.01833 -1.04873 0.28029  -0.19
C -1.08873 3.44374 3.43846  -1.86
C -1.24912 2.24122 2.51123  1.78
C 2.79896 -0.93481 3.11109  -1.25
C 2.75473 -2.71408 1.26952  1.10
C -4.42395 0.37480 0.36358  -0.66
C 0.73992 1.26553 0.04679  0.67
C -2.00346 1.10681 3.21044  -1.33
C 3.01955 0.86274 -0.01152  0.08
C -1.63812 1.52559 -2.46646  1.88
C 1.08978 -2.77996 3.20391  -1.17
C 4.31431 0.41293 -0.02939  0.68
C 2.79391 2.25961 -0.18279  -1.00
C -1.49359 2.48088 -3.65163  -1.92
C -3.51219 3.85368 -0.10161  -1.44
C 3.99825 -4.08499 -0.29928  -1.40
C -2.95677 -2.94060 0.19610  -0.05
C -3.10715 3.19894 -1.25403  -0.53
C 3.67468 -3.72342 0.99758  -1.15
C 3.79018 3.19469 -0.36260  1.00
C -2.11658 2.22328 -1.21001  1.39
C 2.49007 -2.38585 2.73179  0.38
C -1.54949 1.88922 0.02862  -2.10
C 2.77702 -1.21152 -3.33183  -1.71
C -2.90664 3.55736 1.11193  -0.57
C 1.78138 -1.75340 -2.30683  2.27
C 3.39221 -3.43397 -1.35928  -0.56
C -4.28747 -3.24877 0.15585  0.32
C 2.03406 4.85192 -0.48685  -1.14
C 0.78279 -2.71932 -2.94806  -1.33
C 1.02222 3.86803 -0.30121  0.08
H -5.26847 0.47874 1.04518  0.51
H -0.24932 1.86719 2.27675  -0.56
H 5.95533 3.38646 -0.51833  0.38
H 2.06817 -0.25558 2.67782  -0.01
H 1.29317 -3.59517 -3.35605  0.34
H -3.20510 4.09997 1.99925  0.28
H -2.25909 -0.06171 -3.80756  0.48
H -0.60229 4.27366 2.92378  0.39
H 4.14879 -4.23501 1.82792  0.36
H -3.60344 0.98390 0.72460  -0.30
H -2.46523 2.79228 -4.04267  0.39
H 1.72722 5.88443 -0.60801  0.42
H -1.52632 0.85885 4.16067  0.49
H 6.38126 0.99787 -0.23119  0.44
H 2.24879 -0.66026 -4.11262  0.41
H 4.10619 5.33163 -0.66219  0.38
H 0.06009 -3.06282 -2.20735  0.09
H -0.01769 4.17000 -0.28722  0.57
H -0.47094 3.16691 4.29424  0.46
H -3.39403 -5.44665 -0.04327  0.41
H -2.04733 3.79321 3.82796  0.38
H -3.56302 3.46279 -2.20048  0.28
H 4.55270 -0.63703 0.08803  0.55
H 3.19673 -3.01276 3.28877  0.52
H -2.00294 0.20842 2.59022  0.03
H 0.34025 -2.09543 2.80391  -0.12
H 1.21093 -0.90773 -1.92034  -1.45
H 3.63717 -3.71921 -2.37533  0.34
H 2.76752 -0.82347 4.19783  0.54
H 3.33691 -2.01484 -3.81581  0.35
H 3.78917 -0.63360 2.76595  0.28
H 0.82965 -3.78700 2.87845  0.31
H -5.93716 -1.95801 0.20923  0.25
H -4.71678 0.75563 -0.61587  0.27
H -0.93323 3.37527 -3.37686  0.38
H -0.96189 1.98019 -4.46221  0.47
H -3.03791 1.39861 3.41440  0.20
H -2.45880 -0.45323 -2.09392  -0.02
H -0.65039 1.12282 -2.23205  -0.54
H 1.04544 -2.74132 4.29548  0.52
H -4.28280 4.61288 -0.15162  0.35
H -3.58610 0.66390 -2.89707  0.17
H 4.71874 -4.87298 -0.48080  0.35
H 3.49021 -0.53394 -2.85976  0.36
H 0.24244 -2.22905 -3.76143  0.38



Record 2
Here is a molecular structure, C42H45N7O2STeTi from the OMol25 dataset. Energies are from ωB97M-V/def2-TZVPD.

LUMO energy (alpha / beta)	-0.312 / -0.329	Ha
2S+1	2
HOMO level (alpha / beta)	-15.6 / -15.6	eV
energy above the lowest of the compared OMol25 structures with the same formula, charge and spin	0.000	eV
DFT total energy	-3676.15354	Eh
F_max	0.021	Eh/bohr
charge	+3
orbital gap (alpha / beta)	0.2631 / 0.2456	Ha

Last column: Mulliken charge in e.
Atoms and positions in Å:
Te 1.29362 -0.26858 1.48755  0.80
Ti -0.37159 -0.73100 -2.04261  0.08
S 0.14447 -4.17510 -2.08556  0.46
O -0.21805 -2.67563 -2.30240  -0.98
O -2.06802 -0.70123 -0.87207  -0.60
N 4.36606 0.63048 -1.77482  -0.53
N -0.12639 -0.43913 0.08795  0.47
N -4.17449 0.59319 -4.85271  -0.50
N 1.78056 -0.22274 -2.29308  0.49
N -0.06838 8.32617 -2.76969  -0.52
N -0.25709 1.34017 -2.35098  0.66
N -1.83674 -0.22825 -3.61304  0.22
C 0.90142 1.39579 2.72649  0.47
C 2.81255 -1.05948 -2.35500  -0.29
C -0.17571 4.07198 -2.59875  0.72
C 0.88862 1.98462 -2.10226  0.36
C -2.25643 1.05251 -3.53617  0.49
C 0.57428 6.27234 -1.72684  -0.52
C 0.84687 -2.00971 2.58092  0.71
C 4.11002 -0.62157 -2.10806  -0.64
C -1.29838 1.97753 -2.89431  0.10
C 0.59760 3.37728 4.65661  0.37
C -2.09686 -5.48854 -2.78403  -0.50
C 0.39424 4.43407 5.70166  -1.58
C 0.01642 2.45065 2.47100  0.83
C 1.52676 2.35493 4.82831  -0.80
C 0.57237 7.65791 -1.81498  -0.48
C -0.97782 -6.02295 -3.67149  -0.67
C -0.57959 -0.97005 4.49899  -1.61
C 0.06813 -4.91152 -3.74583  -0.64
C 0.96326 3.35516 -2.20523  -0.85
C -0.75603 2.69437 1.19383  -1.10
C -1.30098 3.35459 -3.00494  -0.58
C -0.18554 -3.38326 4.24101  -0.94
C 2.70915 0.26835 4.15660  -1.94
C -2.22322 -0.50955 1.50479  -1.29
C -2.58400 -1.07749 -4.31186  -0.02
C 3.33999 1.47287 -1.72391  -0.26
C -3.43228 1.44500 -4.15185  -0.43
C -3.74709 -0.65419 -4.94777  -0.49
C 1.17337 -4.39261 2.56227  -1.10
C -1.44433 -0.55017 0.24016  1.35
C 1.43138 -3.15632 1.99252  0.52
C -0.81421 6.23852 -3.67153  -0.56
C -0.12427 3.40863 3.46911  -0.95
C 2.04103 1.06468 -1.98355  0.18
C 1.69999 1.35710 3.88284  0.83
C 0.03602 -2.10830 3.72489  1.26
C -1.40517 -4.94640 -1.53706  -0.72
C -0.73955 7.62558 -3.67969  -0.49
C 0.36705 -4.53105 3.68941  0.31
C 0.13498 -5.87409 4.31635  -1.57
C -0.14150 5.54317 -2.67207  0.28
C 2.33533 -3.11323 0.78149  -1.86
H -1.60603 -1.21817 4.77308  0.55
H 3.56221 2.50212 -1.46442  0.47
H -0.54274 -6.92602 -3.23752  0.30
H -1.35784 5.73202 -4.46137  0.47
H -0.80941 -3.47321 5.12548  0.54
H 1.83090 -2.71323 -0.10413  0.20
H -3.79369 2.46497 -4.08171  0.43
H 3.42730 0.60477 4.90165  0.57
H -2.14982 3.87759 -3.42411  0.55
H -0.48413 3.67405 0.79391  0.63
H 4.94581 -1.30759 -2.18563  0.46
H -1.82940 2.71970 1.39142  0.49
H 3.23060 -2.51417 0.94774  0.41
H 1.11084 8.25280 -1.08444  0.38
H -0.25061 -4.09232 -4.39131  0.22
H -2.26667 -1.52070 1.92036  0.30
H 0.28454 -6.68274 3.60215  0.40
H 2.24298 -0.64351 4.53764  0.30
H -1.31401 -6.27957 -4.67502  0.39
H 1.06776 -5.23099 -4.03520  0.50
H -0.03017 -0.82583 5.43375  0.46
H 0.83906 -6.02607 5.13788  0.32
H -0.62394 4.39243 6.09340  0.35
H 3.30675 -0.00347 3.27855  0.33
H -1.77151 0.14044 2.24508  0.22
H -2.81262 -6.26115 -2.51074  0.42
H -0.58384 -0.01856 3.98817  -0.08
H -1.10842 -5.74021 -0.84822  0.51
H 2.61155 -2.08847 -2.61091  0.42
H -0.56855 1.96921 0.41916  -0.77
H 1.10797 5.78902 -0.91476  0.40
H -0.87047 -5.95155 4.72939  0.42
H 1.89652 3.88118 -2.05357  0.78
H -0.81724 4.22843 3.29789  0.54
H -4.33396 -1.34817 -5.53767  0.43
H 2.66856 -4.11995 0.53364  0.49
H 0.53947 5.42890 5.27709  0.40
H -1.93991 -4.17785 -0.97777  0.37
H 1.08501 4.31345 6.53386  0.38
H -1.24060 8.19377 -4.45630  0.39
H 1.63123 -5.27588 2.12704  0.44
H -2.64845 -4.69208 -3.28775  0.21
H 2.13477 2.33107 5.72650  0.43
H -2.25342 -2.10343 -4.36855  0.19
H -3.23822 -0.18658 1.28575  0.48